[1]
Formula: C5H12O2
Source: the OMol25 dataset
Level of theory: wB97M-V/def2-TZVPD

Geometry as ORCA input:
```
! wB97M-V def2-TZVPD RIJCOSX def2/J DEFGRID3
* xyz 0 1
C 2.304 -2.031 -2.427
C 1.269 -1.181 -2.431
C 1.163 -0.045 -1.514
C 1.607 -0.052 -0.250
C 0.429 1.157 -2.028
H 3.141 -1.957 -1.751
H 2.269 -2.799 -3.188
H 0.473 -1.349 -3.145
H 1.613 0.808 0.411
H 1.831 -0.948 0.314
H 1.098 1.861 -2.535
H -0.186 1.646 -1.276
H -0.290 0.933 -2.826
O -1.176 2.067 3.283
H -0.794 2.605 2.574
H -1.835 2.634 3.680
O -3.859 -0.838 3.312
H -4.731 -0.467 3.171
H -3.314 -0.107 3.662
*
```

SMILES: C=CC(=C)C.O.O
LUMO: 0.499 eV
Gap between HOMO and LUMO: 0.340 Eh

[2]
Formula: C5H12O2
Source: the OMol25 dataset
Level of theory: wB97M-V/def2-TZVPD

Geometry as ORCA input:
```
! wB97M-V def2-TZVPD RIJCOSX def2/J DEFGRID3
* xyz 0 1
C 0.083 -2.412 -0.032
C 0.493 -1.187 0.735
C 0.058 0.078 0.705
O 0.906 0.996 1.301
C -1.269 0.653 0.283
C -1.258 1.829 -0.703
H -0.520 -2.194 -0.918
H 1.007 -2.886 -0.390
H -0.438 -3.164 0.571
H 1.379 -1.319 1.354
H 0.590 1.890 1.129
H -1.712 1.009 1.225
H -1.928 -0.142 -0.079
H -0.682 2.687 -0.335
H -0.847 1.550 -1.677
H -2.280 2.190 -0.858
O 2.442 0.176 -1.043
H 1.513 -0.043 -1.183
H 2.461 0.290 -0.083
*
```

SMILES: C/C=C(/O)CC.O
LUMO: 0.716 eV
Gap between HOMO and LUMO: 0.345 Eh

[3]
Formula: C5H12O2
Source: the OMol25 dataset
Level of theory: wB97M-V/def2-TZVPD

Geometry as ORCA input:
```
! wB97M-V def2-TZVPD RIJCOSX def2/J DEFGRID3
* xyz 0 1
C 2.584 -0.564 0.572
C 1.625 0.041 -0.452
C 0.190 -0.177 0.013
O 0.085 0.380 1.311
C -0.888 0.373 -0.923
C -2.280 0.049 -0.396
O -2.538 0.873 0.746
H 3.633 -0.391 0.316
H 2.384 -0.130 1.555
H 2.424 -1.647 0.649
H 1.772 -0.412 -1.442
H 1.803 1.120 -0.551
H 0.028 -1.272 0.069
H -0.800 0.766 1.394
H -0.773 -0.069 -1.921
H -0.788 1.462 -1.032
H -2.316 -1.013 -0.114
H -3.052 0.224 -1.157
H -3.093 0.384 1.363
*
```

SMILES: CC[C@@H](O)CCO
LUMO: 0.792 eV
Gap between HOMO and LUMO: 0.390 Eh

[4]
Formula: C5H12O2
Source: the OMol25 dataset
Level of theory: wB97M-V/def2-TZVPD

Geometry as ORCA input:
```
! wB97M-V def2-TZVPD RIJCOSX def2/J DEFGRID3
* xyz 0 1
C -0.825 -0.581 -1.701
C 0.586 -0.493 -1.128
C 0.626 -0.003 0.327
O 1.897 0.470 0.718
C -0.693 0.156 1.504
C 0.093 -1.065 1.322
H -1.418 -1.345 -1.195
H -1.331 0.377 -1.587
H -0.783 -0.835 -2.761
H 1.164 0.233 -1.705
H 1.100 -1.458 -1.214
H 2.535 -0.259 0.708
H -0.413 0.849 2.283
H -1.675 0.281 1.080
H -0.421 -1.915 0.893
H 0.787 -1.328 2.113
O -0.762 2.293 0.046
H -0.502 3.199 0.248
H 0.035 1.423 0.051
*
```

SMILES: CCC1(O)CC1.O
LUMO: 0.770 eV
Gap between HOMO and LUMO: 0.364 Eh

The records above give, respectively, relative energy (zero: lowest compared OMol25 entry of this formula, charge and spin) values of 50.2; 30.0; 16.3; 83.5 kcal/mol.